(a)
Formula: C5H6N
Source: the Open Molecules 2025 dataset
Level of theory: wB97M-V/def2-TZVPD

Each line ends with the Mulliken charge.
CARTESIAN COORDINATES (ANGSTROEM)
C -0.264 0.560 -1.134  -0.191
C 0.861 0.304 0.945  -0.443
C -0.333 0.975 0.247  -0.223
C 0.620 -0.972 0.257  0.033
C -0.767 -0.548 -0.141  -0.353
N 0.312 -0.713 -1.171  -0.037
H -0.918 0.982 -2.012  0.344
H 1.816 0.642 0.687  0.354
H 0.581 0.288 1.924  0.349
H -0.909 1.953 0.580  0.338
H 1.044 -2.018 0.551  0.353
H -2.043 -1.454 -0.733  0.476

Calculated values
Total charge: +1
Spin multiplicity: 3
HOMO (spin up / spin down), eV: -11.26 / -16.55

***

(b)
Formula: C5H6N
Source: the Open Molecules 2025 dataset
Level of theory: wB97M-V/def2-TZVPD

Each line ends with the Mulliken charge.
CARTESIAN COORDINATES (ANGSTROEM)
C 1.427 0.654 -0.205  -0.414
C 0.149 -1.054 0.606  -0.129
C -0.711 -0.718 -0.558  -0.331
C 0.875 -0.657 -0.575  -0.222
C 0.232 0.485 0.779  -0.014
N -1.061 0.613 0.007  -0.044
H 2.356 0.474 0.302  0.282
H 1.534 1.450 -0.967  0.285
H -0.160 -1.760 1.336  0.542
H -1.511 -1.396 -0.823  0.404
H -1.335 1.454 -0.516  0.307
H -1.794 0.455 0.614  0.333

Calculated values
Total charge: +1
Spin multiplicity: 3
HOMO (spin up / spin down), eV: -12.74 / -16.40

***

Which structure is the most stable? The one labeled (b).

***

(a)
Formula: C4H4N2O2
Source: the Open Molecules 2025 dataset
Level of theory: wB97M-V/def2-TZVPD

Each line ends with the Mulliken charge.
CARTESIAN COORDINATES (ANGSTROEM)
N 2.254 -0.652 0.462  -0.590
C 1.536 0.065 -0.377  0.286
C 0.054 -0.006 -0.284  0.576
N -0.654 -1.083 -0.147  -0.521
C -1.961 -0.643 -0.116  -0.286
C -1.954 0.718 -0.119  -0.114
O -0.663 1.119 -0.169  -0.268
H -2.806 -1.318 -0.021  0.365
H -2.713 1.484 -0.012  0.384
O 2.060 1.252 -0.321  -0.609
H 1.927 -1.608 0.569  0.229
H 2.919 0.672 0.534  0.549

Calculated values
Spin multiplicity: 1
HOMO, eV: -9.52

***

(b)
Formula: C4H4N2O2
Source: the Open Molecules 2025 dataset
Level of theory: wB97M-V/def2-TZVPD

Each line ends with the Mulliken charge.
CARTESIAN COORDINATES (ANGSTROEM)
C -1.890 0.301 0.221  -0.323
C -0.573 0.612 -0.094  0.647
C 1.452 -0.507 -0.122  0.374
C 0.494 1.533 -0.070  -0.257
H -1.417 -1.555 -0.048  0.486
H -2.411 1.215 0.162  0.355
H 2.277 -2.179 0.301  0.263
H 0.319 2.532 -0.005  0.462
N 2.519 -1.174 0.103  -0.547
N 1.646 0.989 -0.101  -0.488
O -2.408 -0.996 -0.113  -0.513
O -0.007 -0.770 -0.233  -0.460

Calculated values
Spin multiplicity: 1
HOMO, eV: -9.15

***

Which structure is the most stable? The one labeled (a).

***

(a)
Formula: C3H7N4
Source: the Open Molecules 2025 dataset
Level of theory: wB97M-V/def2-TZVPD

Each line ends with the Mulliken charge.
CARTESIAN COORDINATES (ANGSTROEM)
C 1.982 0.747 -0.037  0.122
C -0.788 0.107 1.194  -0.674
C -1.005 -0.438 -1.115  -0.615
N 0.751 1.032 -0.108  -0.633
N 2.248 -0.534 0.185  -0.196
N 0.780 -1.204 0.165  -0.493
N -0.021 -0.148 -0.032  0.945
H 2.682 1.559 -0.233  0.469
H -1.063 1.198 1.030  0.395
H -1.634 -0.545 1.169  0.367
H -0.275 -0.097 2.131  0.295
H -0.408 -0.533 -2.162  0.324
H -1.428 -1.421 -1.105  0.373
H -1.820 0.278 -1.081  0.320

Calculated values
Total charge: +1
Spin multiplicity: 1
HOMO (spin up / spin down), eV: -16.53 / -16.41

***

(b)
Formula: C3H7N4
Source: the Open Molecules 2025 dataset
Level of theory: wB97M-V/def2-TZVPD

Each line ends with the Mulliken charge.
CARTESIAN COORDINATES (ANGSTROEM)
C 0.371 1.568 -0.028  -0.485
C 1.200 0.014 -0.074  0.356
C -1.068 -0.191 -0.101  0.297
N 0.156 -0.819 -0.080  -0.080
N -0.880 1.118 -0.065  -0.093
N 2.459 -0.287 0.088  -0.376
N -2.181 -0.875 0.025  -0.430
H 0.864 2.524 0.079  0.386
H 0.200 -1.769 -0.174  0.162
H -1.603 1.804 0.241  0.289
H 3.307 0.372 -0.111  0.300
H 2.586 -1.284 0.076  0.231
H -2.244 -1.806 0.260  0.184
H -3.167 -0.369 -0.138  0.259

Calculated values
Total charge: +1
Spin multiplicity: 1
HOMO, eV: -10.85

***

(c)
Formula: C3H7N4
Source: the Open Molecules 2025 dataset
Level of theory: wB97M-V/def2-TZVPD

Each line ends with the Mulliken charge.
CARTESIAN COORDINATES (ANGSTROEM)
C -0.160 0.004 -0.017  0.823
C -0.816 -1.704 1.418  0.187
C 0.696 0.512 -1.129  -1.144
N -2.047 -2.366 1.529  -0.375
N -1.975 -1.201 1.920  -0.112
N -0.513 0.905 0.906  -0.307
N -0.411 -1.269 0.180  -0.161
H -0.001 -1.963 2.195  0.392
H 0.259 0.717 -2.081  0.332
H 1.463 -0.250 -1.386  0.316
H 1.252 1.392 -0.863  0.357
H -0.178 1.851 0.924  0.232
H -1.022 0.537 1.705  0.231
H -0.255 -1.941 -0.511  0.229

Calculated values
Total charge: +1
Spin multiplicity: 1
HOMO, eV: -15.77

***

(d)
Formula: C3H7N4
Source: the Open Molecules 2025 dataset
Level of theory: wB97M-V/def2-TZVPD

Each line ends with the Mulliken charge.
CARTESIAN COORDINATES (ANGSTROEM)
C -0.143 0.030 0.205  0.178
C -1.485 1.255 -1.621  0.239
C -0.021 0.821 -1.343  -0.452
N -1.267 -0.180 0.789  -0.284
N -2.390 0.972 -0.912  -0.036
N -2.418 0.452 0.353  -0.150
N 2.037 -1.103 0.967  -0.878
H 0.905 -0.121 0.568  0.487
H 0.759 1.683 -1.168  0.311
H 0.530 0.229 -1.991  0.388
H -3.306 0.044 0.721  0.301
H 3.006 -1.120 0.575  0.280
H 1.617 -2.041 0.884  0.312
H 2.178 -0.921 1.973  0.303

Calculated values
Total charge: +1
Spin multiplicity: 1
HOMO (spin up / spin down), eV: -14.15 / -14.15

***

Which structure is the most stable? The one labeled (b).

***

(a)
Formula: C3H7N4
Source: the Open Molecules 2025 dataset
Level of theory: wB97M-V/def2-TZVPD

Each line ends with the Mulliken charge.
CARTESIAN COORDINATES (ANGSTROEM)
C 2.534 -0.128 0.127  0.056
C 2.009 1.172 0.174  -0.123
C 0.555 -0.929 -0.343  0.057
N 1.853 -1.163 -0.325  -0.349
N -0.029 0.231 -0.131  0.187
N -2.760 -0.120 0.041  -0.834
N 0.657 1.316 0.100  -0.549
H 3.635 -0.354 0.384  0.351
H 2.710 1.881 0.525  0.402
H -0.064 -1.748 -0.916  0.289
H -3.278 0.762 -0.211  0.343
H -1.354 0.286 0.137  0.525
H -3.175 -0.901 -0.486  0.320
H -3.294 -0.304 0.925  0.326

Calculated values
Total charge: +1
Spin multiplicity: 1
HOMO, eV: -14.73

***

(b)
Formula: C3H7N4
Source: the Open Molecules 2025 dataset
Level of theory: wB97M-V/def2-TZVPD

Each line ends with the Mulliken charge.
CARTESIAN COORDINATES (ANGSTROEM)
C -0.370 0.846 0.531  -0.643
C -0.474 -0.944 -1.890  0.011
C 0.910 0.340 1.316  -0.974
N -1.167 -0.417 0.222  0.340
N 1.549 0.191 -1.446  -0.276
N -1.202 -1.119 -0.777  -0.462
N 0.618 -0.248 -1.861  0.451
H -0.155 1.390 -0.355  0.456
H -0.903 -1.424 -2.735  0.396
H 0.709 -0.477 2.029  0.340
H 1.382 1.283 1.761  0.329
H 1.723 -0.245 0.868  0.384
H -1.773 -0.812 1.060  0.345
H -0.847 1.637 1.277  0.302

Calculated values
Total charge: +1
Spin multiplicity: 1
HOMO, eV: -14.53

***

(c)
Formula: C3H7N4
Source: the Open Molecules 2025 dataset
Level of theory: wB97M-V/def2-TZVPD

Each line ends with the Mulliken charge.
CARTESIAN COORDINATES (ANGSTROEM)
C -1.708 -0.419 -0.525  0.448
C 0.943 -0.481 -0.142  0.262
C -1.336 0.076 0.709  -0.140
N -1.935 -0.871 -1.577  -0.442
N 1.956 0.082 0.493  -0.341
N -1.391 1.498 0.769  -0.280
N 1.151 -1.126 -1.200  -0.298
H -1.429 -0.355 1.684  0.381
H 1.635 0.708 1.267  0.249
H 2.935 -0.018 0.238  0.198
H -1.471 1.855 1.643  0.246
H -1.633 1.959 -0.044  0.225
H 0.228 -1.381 -1.679  0.234
H 2.056 -1.527 -1.636  0.260

Calculated values
Total charge: +1
Spin multiplicity: 1
HOMO (spin up / spin down), eV: -13.92 / -13.92

***

(d)
Formula: C3H7N4
Source: the Open Molecules 2025 dataset
Level of theory: wB97M-V/def2-TZVPD

Each line ends with the Mulliken charge.
CARTESIAN COORDINATES (ANGSTROEM)
C 1.059 1.174 -0.230  -0.035
C 0.029 -0.825 0.134  0.492
C -1.440 1.180 -0.041  -0.904
N 2.136 0.489 -0.138  -0.132
N 2.129 -0.781 0.003  -0.286
N -0.105 0.438 -0.009  0.007
N -0.720 -1.917 0.113  -0.288
H 1.155 2.258 -0.442  0.385
H -2.102 0.547 0.401  0.387
H -1.193 2.233 0.412  0.299
H -1.630 1.274 -1.142  0.362
H 2.676 -1.200 0.777  0.294
H -0.352 -2.793 0.256  0.230
H -1.643 -2.078 -0.093  0.188

Calculated values
Total charge: +1
Spin multiplicity: 1
HOMO, eV: -13.85

***

Which structure is the most stable? The one labeled (a).